63
Properties=species:S:1:pos:R:3:forces:R:3:lowdin_charge:R:1 method="wB97M-V/def2-TZVPD" spin_multiplicity=2 max_force_ev_per_a=0.52 e_tot_ev=-137093.81294 charge=0
As 1.816612 0.377986 -1.625353 -0.4 -0.3 0.0 1.28
V -0.625247 -0.244011 -1.208339 0.1 -0.2 0.0 0.55
S -0.997851 1.976007 -1.806085 0.2 0.0 0.1 0.58
O -0.440386 -1.391582 0.440005 0.2 0.5 0.0 -0.10
O -1.486846 -0.097605 2.488310 0.0 -0.1 0.0 0.00
O -2.291461 -1.312270 -0.715051 -0.1 0.1 -0.3 -0.07
C 3.289412 1.773223 2.623430 0.0 0.0 0.0 -0.08
C -2.494013 -2.322257 3.784408 0.0 0.0 0.0 -0.01
C -3.874621 1.065262 2.383096 0.0 0.0 0.0 -0.01
C 5.571805 -1.294781 -2.513474 0.0 0.0 0.0 -0.08
C 4.555233 -0.562381 -1.916610 0.0 0.0 0.0 -0.10
C -2.712726 -2.202814 2.419219 0.0 0.1 0.0 -0.12
C 4.001389 -2.183561 -4.099825 0.0 0.0 0.0 -0.08
C 2.593449 3.693758 -4.089679 0.0 0.0 0.0 -0.09
C 0.277661 3.767144 -3.417155 0.0 0.0 0.0 -0.12
C 2.756654 2.523901 -3.364232 0.0 0.0 0.0 -0.10
C -3.308124 -4.584462 3.732027 0.0 -0.1 -0.1 -0.09
C 2.636567 0.033291 1.098201 0.0 0.0 0.1 -0.12
C -2.402329 -0.858262 1.727189 0.0 -0.2 0.1 -0.33
C -1.711223 -1.195617 0.407057 -0.1 -0.3 0.2 -0.58
C -3.527275 -4.468127 2.365807 0.0 0.0 0.0 -0.07
C -5.054995 1.791076 2.305836 0.0 0.0 0.0 -0.08
C 3.039964 0.431387 2.363266 0.0 0.0 0.0 -0.08
C -6.053702 1.413733 1.424655 0.0 0.0 0.0 -0.09
C 3.139082 2.713243 1.616228 0.0 0.0 0.0 -0.08
C 2.745148 2.317880 0.343952 0.0 0.0 0.0 -0.08
C 2.498337 0.976906 0.082682 0.1 0.0 -0.1 -0.37
C -4.690019 -0.429501 0.694647 0.0 0.0 0.0 -0.02
C -3.680123 -0.049304 1.575530 -0.1 0.1 0.0 -0.12
C -2.792704 -3.510089 4.437237 0.0 0.0 0.0 -0.08
C -3.233155 -3.282316 1.711799 0.1 0.0 0.0 -0.02
C 5.295778 -2.103166 -3.606140 0.0 0.0 0.0 -0.08
C 0.423759 2.584243 -2.691696 -0.1 0.1 0.0 -0.67
C 1.349451 4.311130 -4.106052 0.0 0.0 0.0 -0.08
C 3.255460 -0.642651 -2.409190 0.2 0.2 0.1 -0.38
C 2.982078 -1.458914 -3.500523 0.0 0.0 0.0 -0.11
C 1.685157 1.979896 -2.667489 0.0 0.0 0.0 -0.42
C -5.864942 0.300427 0.618586 0.0 0.0 0.0 -0.07
H -6.634794 -0.005389 -0.078086 0.0 0.0 0.0 0.10
H 1.972818 -1.538434 -3.889446 0.0 0.0 0.0 0.10
H -2.622649 -3.594956 5.503047 0.0 0.0 0.0 0.10
H -4.559730 -1.287435 0.052261 0.0 0.0 0.0 0.10
H 6.088891 -2.673299 -4.071857 0.0 0.0 0.0 0.10
H 3.721277 2.028982 -3.343916 0.0 0.0 0.0 0.10
H 6.579412 -1.229310 -2.124046 0.0 0.0 0.0 0.10
H 2.625741 3.059269 -0.436733 0.0 0.0 0.0 0.10
H -3.401931 -3.204965 0.644390 0.0 0.0 0.0 0.11
H -6.972232 1.982833 1.363732 0.0 0.0 0.0 0.10
H -3.926273 -5.303356 1.805092 0.0 0.0 0.0 0.10
H -0.615588 -0.495910 2.357159 0.0 0.0 0.0 0.10
H 3.324812 3.760427 1.816486 0.0 0.0 0.0 0.11
H -3.537942 -5.510693 4.242592 0.0 0.0 0.0 0.10
H 3.594779 2.084061 3.614054 0.0 0.0 0.0 0.10
H 3.781497 -2.815817 -4.949988 0.0 0.0 0.0 0.10
H 4.775850 0.069236 -1.064293 0.0 0.0 0.0 0.10
H -2.097944 -1.478233 4.331024 0.0 0.0 0.0 0.12
H -3.097327 1.372501 3.066694 0.0 0.0 0.0 0.11
H -0.686015 4.258283 -3.441366 0.0 0.0 0.0 0.10
H 3.150600 -0.306541 3.147454 0.0 0.0 0.0 0.10
H 2.420228 -1.013246 0.913014 0.0 0.0 0.0 0.11
H -5.188303 2.658971 2.938853 0.0 0.0 0.0 0.10
H 1.208889 5.226352 -4.667198 0.0 0.0 0.0 0.10
H 3.424654 4.119863 -4.635217 0.0 0.0 0.0 0.10

---

68
Properties=species:S:1:pos:R:3:forces:R:3:lowdin_charge:R:1 method="wB97M-V/def2-TZVPD" spin_multiplicity=3 max_force_ev_per_a=1.43 e_tot_ev=-132303.42818 charge=+1
Au 0.326100 -0.357900 -0.592200 -0.9 0.0 -0.6 1.16
Br -3.234500 1.270700 1.443200 -0.7 0.7 0.0 0.84
S 3.496100 -1.271200 -0.067300 0.4 -0.9 0.3 0.68
O 4.825400 -0.750500 -0.159000 -0.1 0.2 0.2 -0.27
O -1.044600 -2.603600 1.629600 0.7 -0.8 -0.2 0.02
O -1.106900 -0.397200 1.280600 1.0 0.3 -0.2 -0.22
O 3.051600 -2.146600 -1.109700 0.0 0.4 0.3 -0.30
N 0.453800 1.861800 -0.509400 0.3 -0.4 0.1 0.03
N 2.369600 0.000800 -0.098400 -0.1 0.4 0.1 -0.11
N -0.212500 -2.416700 -1.365900 0.4 0.4 0.0 0.04
N -1.828600 -0.231700 -1.422100 0.5 0.4 -0.1 0.04
C 1.649900 2.265900 -0.054600 -0.3 1.1 0.0 -0.13
C -0.481400 2.740400 -0.790800 -0.1 0.3 0.0 -0.09
C 1.925600 3.646900 0.142300 -0.6 -0.7 -0.2 -0.13
C 2.658100 1.276300 0.203600 0.2 -0.8 -0.1 -0.22
C 2.485900 -3.688700 5.382800 0.0 -0.1 0.0 -0.03
C -1.543000 -2.616500 -1.213300 -0.7 -0.4 0.1 -0.19
C 0.079000 -4.762100 -1.678700 -0.3 -0.1 0.1 -0.01
C -3.451100 -4.054800 -0.759400 -0.1 0.1 0.0 0.00
C -3.729600 -0.305800 2.377900 0.0 -0.4 0.1 -0.58
C -0.291000 4.117700 -0.647500 0.1 0.0 0.1 0.00
C -2.401800 -1.498000 -1.131000 -0.5 -0.6 0.2 -0.26
C -2.093600 -3.919500 -1.119600 0.1 0.4 -0.1 -0.14
C 4.135500 3.081000 0.902700 0.2 0.0 0.1 -0.02
C 4.071500 -1.731400 2.568900 0.2 0.2 0.2 -0.05
C -1.237100 -5.007400 -1.390000 0.2 0.2 0.0 0.03
C -4.227400 -2.949000 -0.546300 0.1 -0.3 0.0 -0.04
C -5.409300 -1.461700 3.635100 0.0 0.0 0.0 -0.08
C 0.910600 4.571500 -0.168200 0.0 -0.2 0.0 0.04
C -4.995600 -0.336000 2.946300 0.0 0.2 -0.1 -0.13
C 0.564200 -3.445900 -1.603500 0.2 -0.3 -0.2 -0.11
C 3.209400 -2.014100 1.525000 0.1 0.4 -0.7 -0.28
C 1.911200 -3.429200 2.940300 0.1 0.1 0.0 0.00
C 3.837700 -2.295300 3.808600 0.0 0.1 -0.2 -0.02
C -2.880000 -1.399700 2.471300 0.5 0.1 -0.3 -0.16
C -3.713800 -1.662900 -0.768800 0.4 0.2 -0.3 -0.01
C -4.553800 -2.541600 3.778200 0.1 -0.1 0.0 -0.07
C -1.530300 -1.487900 1.737300 -1.2 0.0 0.8 -0.67
C 2.140300 -2.870900 1.694600 -0.2 -0.1 -0.1 -0.05
C 2.742900 -3.133500 4.018100 0.0 0.0 -0.2 -0.24
C 3.879200 1.726900 0.728400 0.6 0.4 0.1 0.04
C -3.302500 -2.513300 3.190200 -0.2 0.2 0.1 -0.02
C 3.193200 4.038400 0.612700 0.2 -0.1 0.0 0.03
H 4.509300 -2.076600 4.626000 0.1 0.0 0.1 0.12
H 4.653700 1.014200 0.947900 0.0 0.0 0.0 0.10
H 3.280400 -4.373300 5.676000 0.1 0.0 0.0 0.09
H 0.762600 -5.559600 -1.927100 0.0 0.0 0.0 0.12
H -1.085600 4.800300 -0.906100 -0.1 0.0 0.0 0.12
H 1.068100 -4.092700 3.063700 -0.1 0.0 0.0 0.12
H -2.379900 0.519400 -1.008800 0.1 -0.2 0.1 0.03
H 2.457500 -2.883500 6.115800 0.0 0.0 0.1 0.09
H 1.493400 -3.094300 0.862900 -0.2 -0.1 0.0 0.09
H -6.402100 -1.493000 4.059800 0.0 0.0 0.1 0.11
H -1.720400 -0.086200 -2.423200 -0.1 0.0 0.0 0.12
H -3.862900 -5.046400 -0.646900 0.0 -0.1 0.0 0.12
H -4.861400 -3.410900 4.337700 -0.1 -0.1 0.1 0.11
H 5.106200 3.385600 1.261700 0.1 0.0 0.1 0.12
H -5.256600 -3.048300 -0.239500 -0.1 -0.1 0.0 0.12
H -5.650800 0.516600 2.849900 0.0 0.1 0.0 0.10
H -4.361400 -0.803100 -0.674900 0.0 0.1 0.0 0.11
H 3.403100 5.090700 0.721900 0.1 0.1 0.1 0.13
H -1.634000 -6.012200 -1.381800 0.0 -0.1 0.0 0.13
H 1.619300 -3.240600 -1.727600 -0.3 -0.1 0.0 0.08
H 1.545100 -4.228500 5.412400 -0.1 0.0 0.1 0.08
H -1.427100 2.364500 -1.146100 -0.1 -0.1 0.0 0.10
H 4.918300 -1.087000 2.397000 0.2 0.1 0.1 0.11
H -2.629000 -3.354000 3.270100 0.0 0.0 -0.1 0.12
H 1.092400 5.627000 -0.027000 0.0 0.1 0.0 0.13

---

75
Properties=species:S:1:pos:R:3:forces:R:3:lowdin_charge:R:1 method="wB97M-V/def2-TZVPD" spin_multiplicity=2 max_force_ev_per_a=0.40 de_lowest_kj_mol=0.0 charge=-2
Hg -1.164443 -2.954759 1.201870 0.0 0.1 0.0 0.81
Se -2.423274 -5.424158 0.733309 0.0 0.0 0.0 0.37
Cl -2.274014 3.648107 2.207578 0.0 0.0 0.0 0.63
Cl 0.066100 5.012853 3.783611 0.0 0.0 0.0 0.58
Cl -2.562796 0.523800 2.211238 -0.1 0.0 -0.1 0.72
Cl 2.086925 3.215541 5.367638 0.0 0.0 0.0 0.62
Cl 1.815669 0.090896 5.290804 0.0 0.0 0.0 0.67
S 2.866468 -5.395069 1.526129 0.1 -0.1 0.1 0.57
F -7.455490 -0.241751 -1.289052 0.0 0.0 0.0 0.04
O -0.412330 -0.841406 3.631701 0.0 0.1 0.1 -0.14
O 0.142305 -1.449542 -0.298805 0.1 0.1 -0.2 -0.18
O 0.914955 0.147220 -1.657868 -0.1 0.0 0.1 -0.02
O -2.789029 -1.693100 -0.543377 0.0 0.3 -0.2 -0.08
O 2.137040 -3.807029 -2.978375 0.0 0.0 0.0 0.08
N -0.167925 -6.560639 -0.865524 -0.1 0.1 0.0 0.01
N -2.545141 2.213319 -1.743728 -0.1 -0.1 0.0 0.03
N 2.031974 -4.347475 -0.781138 0.0 0.1 -0.1 0.11
N 2.205064 -2.869697 0.941190 -0.1 0.1 0.0 0.02
C 0.004218 -0.440506 -1.052544 0.0 -0.2 0.0 -0.60
C -6.237793 0.350271 -1.386535 0.0 0.0 0.0 -0.26
C -1.131898 2.662180 3.070857 0.0 0.0 0.0 -0.71
C 2.794014 0.093200 1.363864 0.0 0.0 0.0 -0.08
C 0.688408 1.094097 4.442418 0.0 0.0 0.0 -0.63
C -2.649462 -0.546720 -0.973887 0.1 -0.3 0.3 -0.35
C 4.868318 -3.296816 -0.968239 0.0 0.0 0.0 -0.04
C 3.716392 -1.439469 -1.986628 0.0 0.0 0.0 -0.02
C -2.437290 3.617793 -2.181320 0.0 0.0 0.0 -0.31
C -3.864104 0.256147 -1.281808 0.0 0.0 0.1 -0.05
C -1.040463 -6.114585 -0.248009 0.0 0.0 0.0 -0.92
C -3.612450 4.405253 -1.617172 0.0 0.0 0.0 -0.15
C -4.922959 3.821846 -2.115059 0.0 0.0 0.0 -0.14
C 5.987425 -2.499756 -0.775860 0.0 0.0 0.0 -0.10
C 0.801103 2.469980 4.467878 0.0 0.0 0.0 -0.72
C -1.400903 0.139864 -1.219237 0.0 0.0 0.1 -0.03
C -0.098059 3.283832 3.775632 0.0 0.0 0.0 -0.74
C -1.264579 1.290287 3.051406 0.0 0.0 0.0 -0.61
C -0.337339 0.398656 3.704178 0.1 -0.1 -0.1 -0.56
C -4.982608 2.346350 -1.816179 0.0 0.0 0.0 -0.14
C -1.117554 4.256936 -1.774887 0.0 0.0 0.0 -0.05
C 2.620324 -2.306166 2.215373 0.0 0.0 0.0 -0.20
C 2.352484 -4.129845 0.573900 0.1 0.0 0.0 -0.89
C -6.196124 1.701955 -1.697063 0.0 0.0 0.0 0.03
C -5.104114 -0.376324 -1.165084 0.0 0.0 0.0 0.07
C -1.435934 1.446738 -1.579940 0.0 0.0 0.0 0.02
C 5.968376 -1.168966 -1.172733 0.0 0.0 0.0 -0.11
C -3.797642 1.611201 -1.621597 0.2 0.1 0.0 -0.08
C 2.547566 -3.653132 -1.844219 0.0 0.1 0.0 -0.43
C 3.515475 -1.088918 2.003155 0.0 0.0 0.0 -0.22
C 4.831625 -0.641941 -1.771653 0.0 0.0 0.0 -0.08
C 3.733944 -2.764874 -1.573216 0.0 0.0 0.0 -0.14
H 4.377811 -1.382170 1.394311 0.0 0.0 0.0 0.09
H 3.895794 -0.793436 2.985098 0.0 0.0 0.0 0.09
H 1.415187 -5.127848 -0.995505 0.1 -0.1 0.0 0.08
H -0.260883 3.836865 -2.298524 0.0 0.0 0.0 0.08
H 1.727439 -2.025246 2.784166 0.0 0.0 0.0 0.10
H 1.917624 0.373053 1.953690 0.0 0.0 0.0 0.07
H 6.835264 -0.540619 -1.004563 0.0 0.0 0.0 0.09
H 3.454645 0.962418 1.305143 0.0 0.0 0.0 0.07
H -5.774590 4.321529 -1.649488 0.0 0.0 0.0 0.11
H 6.867265 -2.914337 -0.298302 0.0 0.0 0.0 0.10
H 4.858929 -4.324418 -0.623376 0.0 0.0 0.0 0.10
H -3.570190 4.365218 -0.527471 0.0 0.0 0.1 0.11
H -0.953078 4.152982 -0.701504 0.0 0.0 0.0 0.08
H -5.007826 3.989215 -3.194630 0.0 0.0 0.0 0.12
H -5.126721 -1.422095 -0.889045 0.0 0.0 0.0 0.13
H 2.811167 -1.021465 -2.408618 0.0 0.0 0.0 0.10
H -1.163051 5.319963 -2.016145 0.0 0.0 0.0 0.08
H -7.123300 2.246908 -1.830038 0.0 0.0 0.0 0.12
H 3.145925 -3.087867 2.760090 0.0 0.0 0.0 0.07
H 4.800974 0.402757 -2.056355 0.0 0.0 0.0 0.10
H 2.449856 -0.124005 0.351710 0.0 0.0 0.0 0.04
H 1.662379 -2.255354 0.316888 0.0 0.0 0.0 0.09
H -3.513469 5.449733 -1.918264 0.0 0.0 0.0 0.12
H -0.480266 1.918035 -1.745216 0.0 0.0 0.0 0.12
H -2.517309 3.634527 -3.277034 0.0 0.0 0.0 0.15